{
  "formula": "C17H22N5O2Pd",
  "method": "wB97M-V/def2-TZVPD",
  "e_lumo_ev": 3.0,
  "homo_ev": -2.808,
  "charge": -1,
  "orbital_gap_ha": 0.2124,
  "species": ["Pd", "O", "C", "C", "C", "C", "C", "C", "C", "O", "N", "N", "C", "C", "C", "C", "C", "C", "N", "H", "H", "H", "H", "H", "H", "H", "H", "H", "H", "C", "C", "C", "C", "N", "N", "H", "H", "H", "H", "H", "H", "H", "H", "H", "H", "H", "H"],
  "positions_angstrom": [[-0.45325, 0.23284, -0.29835], [-3.29100, 0.61089, 3.98540], [-2.77023, 1.73666, 4.49729], [-3.36429, 2.29017, 5.63497], [-2.85895, 3.44924, 6.19154], [-1.75338, 4.07940, 5.62657], [-1.16502, 3.53175, 4.49976], [-1.65266, 2.36436, 3.91654], [-1.02681, 1.77430, 2.68929], [-1.52471, 0.70687, 2.22886], [0.02975, 2.44260, 2.22065], [0.45285, 1.95069, 1.04024], [1.56559, 2.38903, 0.58266], [2.05911, 1.90387, -0.70234], [3.09107, 2.58938, -1.35279], [3.54769, 2.14471, -2.57573], [2.96796, 1.00944, -3.12936], [1.96401, 0.37469, -2.41951], [1.50895, 0.79380, -1.23627], [-2.69800, 0.41207, 3.18763], [-4.22335, 1.78535, 6.05871], [-3.33042, 3.86631, 7.07426], [-1.35712, 4.98765, 6.06293], [-0.30474, 3.99478, 4.03593], [2.14618, 3.13813, 1.12268], [3.50879, 3.47290, -0.88631], [4.33973, 2.67201, -3.09326], [3.29087, 0.61341, -4.08282], [1.49916, -0.52511, -2.80272], [-3.04261, 0.92001, -3.06593], [-3.59566, 0.19172, -1.84498], [-3.51543, 1.11349, -0.62610], [-5.04322, -0.22270, -2.09656], [-2.76915, -1.02748, -1.71082], [-2.93142, -1.77654, -0.51438], [-3.63349, 1.81170, -3.28414], [-3.05759, 0.26232, -3.93761], [-2.01089, 1.22942, -2.87710], [-4.01233, 2.06515, -0.83126], [-2.46310, 1.32196, -0.36928], [-3.99466, 0.68218, 0.25497], [-5.67659, 0.65767, -2.22592], [-5.43929, -0.79078, -1.25185], [-5.11020, -0.84125, -2.99373], [-1.77670, -0.73798, -1.75397], [-3.79267, -2.30264, -0.57775], [-2.96581, -1.17916, 0.30963]],
  "atomic_forces_ev_per_a": [[0.1, 0.0, -0.2], [0.0, 0.0, 0.0], [0.0, 0.0, 0.0], [0.0, 0.0, 0.0], [0.0, 0.0, 0.0], [0.0, 0.0, 0.0], [0.0, 0.0, 0.0], [0.0, 0.0, 0.0], [0.0, -0.1, 0.0], [0.0, 0.0, 0.0], [0.0, 0.0, 0.0], [0.0, 0.0, 0.1], [0.0, 0.0, 0.0], [0.0, 0.0, 0.0], [0.0, 0.0, 0.0], [0.0, 0.0, 0.0], [0.0, 0.0, 0.0], [0.0, 0.0, 0.0], [0.0, 0.0, 0.0], [0.0, 0.0, 0.0], [0.0, 0.0, 0.0], [0.0, 0.0, 0.0], [0.0, 0.0, 0.0], [0.0, 0.0, 0.0], [0.0, 0.0, 0.0], [0.0, 0.0, 0.0], [0.0, 0.0, 0.0], [0.0, 0.0, 0.0], [0.0, 0.0, 0.0], [0.0, 0.0, 0.0], [0.0, 0.0, 0.0], [0.0, 0.0, 0.0], [0.0, 0.0, 0.0], [0.0, 0.2, -0.1], [0.0, 0.0, 0.0], [0.0, 0.0, 0.0], [0.0, 0.0, 0.0], [0.0, 0.0, 0.0], [0.0, 0.0, 0.0], [0.0, 0.0, 0.0], [0.0, 0.0, 0.0], [0.0, 0.0, 0.0], [0.0, 0.0, 0.0], [0.0, 0.0, 0.0], [-0.1, -0.2, 0.2], [0.0, 0.0, 0.0], [0.0, 0.0, 0.0]]
}

{
  "formula": "C15H27NO",
  "method": "wB97M-V/def2-TZVPD",
  "e_lumo_ev": 0.8,
  "e_above_lowest_kj_mol": 1614.15,
  "homo_ev": -8.654,
  "orbital_gap_ha": 0.3457,
  "species": ["C", "C", "C", "C", "C", "C", "C", "C", "C", "C", "C", "O", "N", "H", "C", "C", "C", "C", "H", "H", "H", "H", "H", "H", "H", "H", "H", "H", "H", "H", "H", "H", "H", "H", "H", "H", "H", "H", "H", "H", "H", "H", "H", "H"],
  "positions_angstrom": [[-0.80035, -3.18540, -7.41314], [-1.38135, -2.57795, -6.63948], [-1.95527, -1.92446, -5.58719], [-1.05568, -0.89034, -4.74422], [-1.79900, 0.12637, -3.64559], [-2.19271, -0.89721, -2.30312], [-3.01790, -0.15316, -1.16919], [-2.01859, 1.14897, -0.74347], [-0.77784, 0.66563, 0.06156], [-0.22102, 1.77428, 0.74712], [1.24490, 1.15593, 1.52238], [2.34385, 1.38757, 1.08337], [0.67397, 0.86371, 2.68435], [-0.10326, 0.61541, 3.02875], [1.85598, 0.28432, 3.54563], [1.86998, 0.91037, 4.98861], [2.76892, 0.43971, 5.87929], [4.31188, 0.48504, 5.42900], [5.14069, 0.15562, 5.97686], [4.61923, 1.43442, 5.16583], [4.57523, -0.00195, 4.47393], [2.76321, -0.78662, 6.19539], [2.92792, 0.85264, 6.79685], [0.93468, 0.84939, 5.46203], [2.42845, 2.12975, 4.48763], [1.58755, -0.90224, 3.73652], [2.58961, 0.30802, 3.04909], [0.27969, 2.43244, -0.04219], [-0.90849, 2.16648, 1.59577], [-1.22101, -0.22295, 0.79074], [-0.02960, 0.12022, -0.68398], [-2.71571, 1.70567, -0.03525], [-1.77970, 1.72034, -1.51025], [-3.86949, 0.40459, -1.76441], [-3.24913, -0.73831, -0.50214], [-1.09805, -1.50535, -2.01150], [-2.71358, -1.58695, -2.80630], [-1.08841, 0.45863, -3.18926], [-2.54075, 0.38161, -4.01616], [-0.46490, -0.35934, -5.32271], [-0.36068, -1.60964, -4.24433], [-2.34950, -2.81978, -4.52064], [-2.83558, -1.28049, -5.70637], [-0.36821, -3.53497, -8.09977]],
  "atomic_forces_ev_per_a": [[-2.4, 1.5, 4.0], [-2.3, 2.2, 3.2], [-2.7, 1.6, 7.5], [-2.5, -3.6, 3.7], [5.8, -14.5, 2.3], [3.7, 2.1, 0.2], [4.9, 8.9, -10.5], [-3.8, -5.1, 5.3], [-2.7, -4.7, -2.1], [4.7, 1.0, 1.4], [-6.5, 4.4, -2.9], [0.1, -1.3, 1.0], [13.9, -0.4, 1.1], [-7.7, -1.9, 1.7], [-13.7, -3.7, 9.0], [0.0, 4.7, -7.3], [8.4, -7.3, 2.4], [-1.4, -1.0, -2.5], [0.4, -0.9, 2.1], [0.1, 2.8, -0.3], [-0.9, -0.4, 0.0], [-1.0, 2.9, -1.0], [-1.0, 1.7, 2.7], [-1.8, 1.0, -0.1], [-2.3, -2.8, 2.2], [0.7, 2.6, -0.7], [10.5, 0.8, -6.5], [-1.3, 0.1, 1.4], [1.3, 0.0, -1.9], [1.3, 2.1, -1.5], [-1.4, 1.2, 1.6], [1.1, -0.2, -0.8], [0.9, 2.5, -3.7], [1.1, -1.5, 1.5], [-2.7, -5.6, 7.3], [-3.2, 2.1, -0.4], [-2.3, -3.1, -1.2], [7.6, 6.1, 4.0], [-12.1, 5.8, -5.7], [2.6, 2.8, -3.2], [-0.3, 1.0, 0.2], [1.0, 2.4, -3.6], [-0.3, -0.9, -0.9], [6.0, -5.1, -9.4]]
}

{
  "formula": "CH6NP",
  "method": "wB97M-V/def2-TZVPD",
  "e_lumo_ev": [1.2, -1.9],
  "s_squared": 2.007,
  "e_above_lowest_kj_mol": 48.08,
  "homo_ev": [-5.840, -9.713],
  "multiplicity": 3,
  "orbital_gap_ha": [0.2576, 0.2876],
  "species": ["C", "N", "P", "H", "H", "H", "H", "H", "H"],
  "positions_angstrom": [[-0.24988, 0.80465, 0.45842], [-1.36644, -1.51618, -0.17351], [0.11043, -0.84190, 0.51058], [-1.16454, 1.25188, 0.10139], [3.29421, 1.40159, -0.88961], [0.49250, 1.54156, 0.97850], [-2.22062, -1.05338, 0.07107], [-1.48177, -2.48622, -0.32567], [2.58612, 0.89800, -0.73118]],
  "atomic_forces_ev_per_a": [[0.0, 5.5, 1.1], [1.3, 2.1, 0.7], [0.5, -5.4, -0.5], [0.0, 0.1, -0.2], [-2.7, -1.9, 0.6], [-1.5, -1.5, -1.1], [-0.5, 0.1, 0.0], [0.2, -0.9, 0.0], [2.7, 1.9, -0.6]]
}

{
  "formula": "C39H43ClFeP2Si2",
  "method": "wB97M-V/def2-TZVPD",
  "e_lumo_ev": [-2.1, -5.3],
  "s_squared": 8.768,
  "e_above_lowest_kj_mol": 30.43,
  "homo_ev": [-10.471, -10.601],
  "multiplicity": 6,
  "charge": 1,
  "orbital_gap_ha": [0.3074, 0.1953],
  "species": ["C", "C", "C", "H", "C", "C", "H", "H", "H", "H", "Fe", "Si", "C", "C", "H", "C", "H", "C", "H", "C", "H", "C", "H", "C", "C", "H", "C", "H", "C", "H", "C", "H", "C", "H", "H", "Si", "C", "C", "H", "C", "H", "C", "H", "C", "H", "C", "H", "C", "C", "H", "C", "H", "C", "H", "C", "H", "C", "H", "H", "Cl", "C", "P", "C", "C", "C", "C", "C", "C", "C", "P", "C", "C", "H", "H", "H", "H", "H", "H", "H", "H", "H", "H", "H", "H", "H", "H", "H", "H"],
  "positions_angstrom": [[-1.16900, -1.27100, 4.01584], [-2.13316, -0.93557, 2.99032], [-1.90903, -1.81490, 1.88046], [-2.90520, -0.16622, 3.06609], [-0.82945, -2.69067, 2.21999], [-0.36503, -2.34466, 3.52642], [0.38372, -2.88196, 4.09876], [-1.12947, -0.85781, 5.01950], [-2.53325, -1.88159, 0.98807], [-0.46115, -3.52032, 1.61038], [-0.09640, -0.53801, 2.18267], [1.58059, -0.33834, -4.24289], [1.31907, 1.18183, -5.28128], [2.20735, 1.64503, -6.27244], [3.18006, 1.15360, -6.41876], [1.81831, 2.71299, -7.09320], [2.48148, 3.05714, -7.88993], [0.57525, 3.33842, -6.90149], [0.29313, 4.20062, -7.50981], [-0.30899, 2.86070, -5.92868], [-1.28619, 3.32458, -5.77898], [0.04773, 1.76643, -5.13983], [-0.67243, 1.34969, -4.42955], [1.58500, -1.74613, -5.44401], [0.64641, -1.67083, -6.48735], [0.09195, -0.74177, -6.67042], [0.36302, -2.80353, -7.25240], [-0.41244, -2.75045, -8.01629], [1.03770, -4.00178, -7.00007], [0.76334, -4.90596, -7.54825], [2.03439, -4.05102, -6.01130], [2.57098, -4.98378, -5.82794], [2.30825, -2.92958, -5.22079], [3.04836, -2.97948, -4.41132], [0.29895, -0.56476, -3.51301], [0.05705, -0.33351, -0.24116], [-0.62617, -1.91394, -1.05857], [-1.90207, -1.95598, -1.65198], [-2.48121, -1.03797, -1.79401], [-2.45195, -3.17789, -2.07776], [-3.45933, -3.18824, -2.49856], [-1.72098, -4.36530, -1.99298], [-2.12152, -5.30486, -2.39445], [-0.46075, -4.32810, -1.38242], [0.11742, -5.24610, -1.29210], [0.06854, -3.12367, -0.89570], [1.02853, -3.13308, -0.36446], [-1.01963, 1.05185, -0.97029], [-2.32881, 1.18234, -0.47429], [-2.73425, 0.45312, 0.23522], [-3.13013, 2.25925, -0.86633], [-4.11542, 2.37335, -0.42118], [-2.68747, 3.18641, -1.81000], [-3.30604, 4.04260, -2.09343], [-1.41960, 3.00231, -2.37320], [-1.07615, 3.68436, -3.14648], [-0.58302, 1.96072, -1.94609], [0.41664, 1.85150, -2.38388], [2.62842, -0.26264, -3.18264], [2.06215, -0.08228, -0.68951], [2.89928, 0.00366, 2.90971], [1.63251, 1.13060, 3.56069], [2.62505, 2.66156, 3.97188], [1.25807, 0.64276, 5.34256], [1.92840, -0.32763, 6.08650], [1.36004, -0.78862, 7.28272], [0.23522, -0.16807, 7.83593], [-0.33113, 0.93633, 7.19590], [0.12750, 1.29026, 5.92071], [-0.77528, 2.56227, 4.97334], [-2.52527, 2.04609, 5.36286], [-0.58840, 3.91833, 6.19436], [3.86657, 0.19916, 3.39849], [3.03489, 0.20119, 1.82457], [2.65285, -1.06898, 2.95265], [2.44700, 3.00492, 5.00465], [3.70161, 2.44532, 3.85704], [2.34724, 3.48843, 3.29854], [2.86870, -0.78212, 5.74932], [1.77299, -1.66368, 7.78427], [-0.21925, -0.53437, 8.76629], [-1.15903, 1.46711, 7.68533], [-2.90148, 2.52059, 6.28668], [-3.12670, 2.43896, 4.53062], [-2.67939, 0.95636, 5.41342], [-0.41105, 3.53118, 7.20211], [0.26547, 4.52801, 5.88681], [-1.48451, 4.54516, 6.17982]],
  "atomic_forces_ev_per_a": [[-0.7, -0.3, -0.5], [0.6, -0.4, 0.4], [-0.4, -0.6, 0.4], [0.4, -0.3, -0.1], [-0.4, -0.1, 0.1], [-0.6, 0.1, -0.1], [0.0, 0.2, -0.2], [0.2, 0.1, -0.3], [0.4, 0.1, 0.3], [-0.1, 0.5, 0.2], [0.8, 1.3, 0.7], [-0.4, 0.0, 0.0], [-0.2, 0.2, 0.1], [-0.5, 0.3, 0.0], [-0.5, 0.3, 0.0], [-0.1, -0.1, 0.2], [-0.2, -0.1, 0.3], [0.1, -0.2, 0.2], [0.1, -0.3, 0.1], [0.1, 0.0, -0.1], [0.3, -0.1, -0.2], [0.3, 0.3, -0.5], [0.3, 0.2, -0.3], [0.5, -0.4, 0.0], [0.0, -0.4, 0.1], [0.3, -0.4, 0.1], [0.1, 0.0, 0.2], [0.2, -0.1, 0.1], [0.2, 0.2, 0.3], [0.2, 0.3, 0.1], [-0.2, 0.0, 0.0], [-0.2, 0.2, -0.1], [-0.5, -0.1, -0.4], [-0.3, 0.0, -0.4], [0.1, 0.3, 0.2], [-1.2, -0.3, -2.1], [0.2, -0.2, 0.5], [0.0, -0.4, -0.1], [0.2, -0.4, 0.1], [0.1, 0.3, -0.1], [0.3, 0.0, 0.0], [0.2, 0.3, 0.3], [0.2, 0.5, 0.3], [0.1, 0.1, -0.1], [-0.1, 0.2, 0.0], [-0.3, -0.3, -0.2], [-0.3, 0.0, -0.3], [0.2, 0.1, 0.5], [0.0, 0.5, 0.0], [0.2, 0.3, -0.1], [-0.2, -0.2, 0.1], [0.1, 0.0, -0.1], [0.5, -0.4, 0.1], [0.2, -0.4, 0.1], [0.0, -0.1, 0.2], [0.0, -0.1, 0.1], [-0.1, 0.2, 0.2], [-0.4, 0.2, 0.2], [0.1, -0.2, -0.7], [-0.2, 0.0, 0.4], [1.1, -0.1, -0.3], [-0.3, -0.2, 1.4], [-0.1, 0.5, -0.7], [-0.6, 0.2, -0.2], [-0.1, -0.5, 0.1], [-0.2, 0.1, 0.1], [0.0, 0.1, 0.0], [0.4, -0.6, -0.1], [0.6, -0.5, 0.0], [-0.5, -0.2, 0.3], [-0.3, 0.3, -0.3], [0.1, 0.4, -0.1], [-0.2, -0.4, -0.1], [-0.1, 0.2, 0.7], [0.0, 0.3, 0.3], [-0.1, -0.4, -0.5], [-0.5, 0.1, 0.0], [0.2, -0.3, 0.2], [-0.5, 0.1, -0.1], [0.1, 0.3, -0.1], [0.4, 0.1, -0.4], [0.3, -0.3, -0.4], [0.2, -0.3, -0.3], [-0.1, -0.2, 0.3], [0.2, 0.4, 0.0], [-0.1, 0.2, -0.2], [-0.1, 0.1, 0.2], [0.2, 0.0, 0.0]]
}

{
  "formula": "C4H9NO2",
  "method": "wB97M-V/def2-TZVPD",
  "e_lumo_ev": 0.9,
  "e_above_lowest_kj_mol": 516.67,
  "homo_ev": -8.220,
  "smiles": "CO[N+]([O-])=C(C)C",
  "orbital_gap_ha": 0.3365,
  "species": ["C", "C", "C", "C", "N", "O", "O", "H", "H", "H", "H", "H", "H", "H", "H", "H"],
  "positions_angstrom": [[-0.51903, 0.45814, -0.27901], [-0.94935, -0.62666, -1.18487], [-1.14096, 1.84367, -0.40433], [1.70102, -1.24220, 1.79838], [0.29328, 0.22740, 0.70454], [0.83897, 1.06720, 1.41922], [0.79549, -1.11060, 0.74146], [-1.10125, -0.19043, -2.18210], [-0.20649, -1.42698, -1.24532], [-1.80960, -1.13394, -0.82230], [-1.34354, 2.16357, 0.68202], [-0.35471, 2.22319, -1.02550], [-1.94583, 1.98406, -1.03653], [2.66445, -0.75869, 1.69560], [1.75639, -2.29006, 1.99052], [1.28855, -0.91749, 2.75583]],
  "atomic_forces_ev_per_a": [[-1.8, -0.6, 0.4], [1.2, -0.3, -0.7], [2.2, -1.4, 2.8], [-0.2, -0.1, 1.7], [0.1, 0.4, -2.0], [0.1, 0.5, 1.2], [-0.2, 0.3, 0.0], [-0.2, -0.3, 0.2], [0.1, 0.3, -0.2], [-1.2, -0.2, 0.1], [0.7, 0.5, -2.0], [0.9, 2.0, 0.5], [-2.2, -0.7, -0.9], [0.1, 0.0, -0.5], [0.5, -0.9, -0.5], [-0.2, 0.6, -0.2]]
}

{
  "formula": "C6H13ClNO",
  "method": "wB97M-V/def2-TZVPD",
  "e_lumo_ev": [-4.2, -4.2],
  "e_above_lowest_kj_mol": 92.90,
  "homo_ev": [-12.499, -12.432],
  "charge": 1,
  "orbital_gap_ha": [0.3055, 0.3042],
  "species": ["C", "C", "C", "C", "C", "C", "N", "O", "Cl", "H", "H", "H", "H", "H", "H", "H", "H", "H", "H", "H", "H", "H"],
  "positions_angstrom": [[2.96493, 0.82415, -0.44700], [0.63102, 1.14680, 1.63307], [0.07142, 1.49086, -0.83543], [-1.21513, -1.01043, 0.28378], [0.76505, -1.52449, -1.01757], [0.62039, 0.61460, 0.23848], [0.25173, -0.81852, 0.17088], [3.11096, 1.48105, -1.40476], [4.00956, 0.06035, 0.61140], [-0.38200, 1.33088, 2.00058], [1.14762, 2.09995, 1.66360], [1.12630, 0.47246, 2.32731], [0.61789, 2.43069, -0.83714], [-0.98091, 1.73580, -0.67372], [0.18168, 1.05660, -1.82438], [-1.58709, -0.53497, 1.18894], [-1.70713, -0.56692, -0.57865], [-1.45513, -2.07121, 0.31951], [0.31629, -1.11701, -1.91983], [1.84469, -1.40784, -1.07785], [0.51761, -2.58274, -0.95469], [0.67977, -1.25420, 0.99614]],
  "atomic_forces_ev_per_a": [[-3.4, 0.6, -0.6], [-0.2, -0.1, 0.0], [-0.1, -0.2, 0.0], [-0.8, -0.1, 0.2], [0.4, -0.4, -0.7], [2.9, 1.0, -0.7], [0.2, -0.1, 0.3], [0.2, -0.5, 0.8], [0.7, -0.4, 0.5], [-0.1, 0.0, 0.1], [0.1, 0.1, 0.0], [0.1, -0.1, 0.1], [0.1, 0.0, 0.0], [-0.1, 0.0, 0.0], [0.0, 0.0, -0.1], [0.1, 0.0, 0.0], [0.1, 0.0, 0.0], [0.2, 0.0, 0.0], [-0.1, 0.1, 0.1], [-0.1, 0.0, 0.1], [-0.1, 0.1, 0.1], [-0.1, 0.1, -0.2]]
}

| no. | DFT total energy (hartree) |
| --- | --- |
| 1 | -1213.1323 |
| 2 | -717.1005 |
| 3 | -437.6252 |
| 4 | -4497.2503 |
| 5 | -362.8887 |
| 6 | -826.2646 |